{
  "formula": "C54H110N4O24",
  "method": "the ωB97M-V functional and the def2-TZVPD basis",
  "elements": ["C", "N", "O", "O", "H", "H", "H", "C", "N", "O", "O", "H", "H", "H", "C", "N", "O", "O", "H", "H", "H", "C", "N", "O", "O", "H", "H", "H", "C", "O", "C", "C", "O", "C", "H", "H", "H", "H", "H", "H", "H", "H", "H", "H", "C", "O", "C", "C", "O", "C", "H", "H", "H", "H", "H", "H", "H", "H", "H", "H", "C", "O", "C", "C", "O", "C", "H", "H", "H", "H", "H", "H", "H", "H", "H", "H", "C", "O", "C", "C", "O", "C", "H", "H", "H", "H", "H", "H", "H", "H", "H", "H", "C", "O", "C", "C", "O", "C", "H", "H", "H", "H", "H", "H", "H", "H", "H", "H", "C", "O", "C", "C", "O", "C", "H", "H", "H", "H", "H", "H", "H", "H", "H", "H", "C", "O", "C", "C", "O", "C", "H", "H", "H", "H", "H", "H", "H", "H", "H", "H", "C", "O", "C", "C", "O", "C", "H", "H", "H", "H", "H", "H", "H", "H", "H", "H", "C", "C", "C", "C", "C", "C", "H", "H", "H", "H", "H", "H", "C", "C", "C", "C", "C", "C", "H", "H", "H", "H", "H", "H", "C", "C", "C", "C", "C", "C", "H", "H", "H", "H", "H", "H"],
  "xyz": [[3.9042, 1.5996, -5.5244], [4.3371, 1.7982, -4.1159], [3.8784, 1.0408, -3.2820], [5.1403, 2.6800, -3.8959], [4.5929, 0.9485, -6.0559], [3.8900, 2.5832, -5.9803], [2.9270, 1.1368, -5.4636], [2.9754, -4.2327, -2.1573], [3.2873, -2.9286, -1.5254], [2.6574, -2.6519, -0.5230], [4.1603, -2.2358, -2.0092], [3.4468, -4.2497, -3.1356], [1.9016, -4.2862, -2.3376], [3.2847, -5.0290, -1.4915], [2.3123, 2.7412, 1.9773], [2.3054, 2.9553, 3.4480], [1.6076, 3.8498, 3.8857], [3.0970, 2.3118, 4.1110], [3.0179, 1.9477, 1.7652], [2.6484, 3.6873, 1.5594], [1.2928, 2.5641, 1.6538], [1.3620, -1.1828, -4.2699], [1.2911, -0.8307, -5.7108], [2.0697, -1.3176, -6.5004], [0.4744, 0.0387, -5.9759], [2.3298, -0.8538, -3.8891], [1.2083, -2.2489, -4.1237], [0.5934, -0.6286, -3.7403], [0.1218, -0.7022, 2.6649], [0.0215, 0.3971, 1.7816], [-1.0349, 0.3753, 0.8302], [-0.6619, 1.2595, -0.3420], [0.1323, 0.6168, -1.3196], [1.4263, 0.2386, -0.9192], [-0.8469, -1.1974, 2.7674], [0.4818, -0.3183, 3.6189], [0.8662, -1.4281, 2.3185], [-1.9268, 0.7535, 1.3463], [-1.2642, -0.6466, 0.5039], [-0.1140, 2.1321, 0.0365], [-1.5733, 1.5797, -0.8489], [1.4138, -0.4019, -0.0345], [2.1081, 1.0726, -0.7061], [1.8621, -0.3449, -1.7268], [3.4999, 3.9096, 8.9281], [2.6524, 2.8177, 8.6765], [2.0612, 2.8813, 7.4097], [1.1550, 1.6981, 7.1515], [1.6524, 0.4229, 7.4250], [2.4319, -0.1399, 6.3995], [2.9256, 4.8249, 9.1282], [4.1802, 4.0611, 8.0843], [4.0494, 3.7101, 9.8473], [2.8283, 2.9886, 6.6290], [1.4089, 3.7634, 7.2911], [0.7594, 1.8122, 6.1284], [0.2342, 1.8028, 7.7360], [2.7046, -1.1569, 6.6753], [3.3346, 0.4134, 6.1286], [1.8162, -0.2238, 5.4904], [-1.9692, -4.2741, -7.7263], [-2.2430, -3.5825, -6.5309], [-1.7437, -2.2679, -6.4935], [-2.3820, -1.4323, -5.4139], [-2.0117, -1.8453, -4.1153], [-2.5813, -0.9933, -3.1361], [-2.0308, -5.3398, -7.5012], [-0.9549, -4.1066, -8.1046], [-2.7174, -4.0242, -8.4834], [-1.8295, -1.7427, -7.4524], [-0.6628, -2.3419, -6.2978], [-3.4684, -1.5135, -5.5476], [-2.0251, -0.4064, -5.5644], [-1.9937, -0.0657, -3.0366], [-2.4852, -1.4591, -2.1539], [-3.6096, -0.7510, -3.4008], [-3.2587, 3.8265, -2.4632], [-4.2079, 3.0515, -3.1515], [-3.8198, 2.6996, -4.4558], [-4.9396, 1.9017, -5.0851], [-5.2271, 0.7783, -4.2492], [-6.5290, 0.2476, -4.3950], [-3.5699, 3.8263, -1.4165], [-3.2388, 4.8720, -2.7936], [-2.2444, 3.4290, -2.5248], [-2.9122, 2.0908, -4.4559], [-3.7054, 3.6034, -5.0685], [-4.6702, 1.5142, -6.0731], [-5.8609, 2.4919, -5.1419], [-6.8178, 0.2968, -5.4514], [-7.2565, 0.8010, -3.7947], [-6.4901, -0.7924, -4.0775], [5.2841, 1.0888, -0.2519], [5.5645, 1.7460, 0.9627], [6.3994, 2.8934, 0.8733], [5.9869, 3.8399, 1.9613], [4.8432, 4.5930, 1.6480], [4.6388, 5.6630, 2.5500], [4.8130, 1.7276, -1.0084], [4.5944, 0.2653, -0.0849], [6.2392, 0.7480, -0.6728], [6.3115, 3.3059, -0.1376], [7.4418, 2.5895, 1.0268], [6.8053, 4.4653, 2.3437], [5.7659, 3.2005, 2.8357], [5.3582, 6.4739, 2.3952], [4.7303, 5.3067, 3.5821], [3.6336, 6.0357, 2.3657], [-0.0455, -5.3431, -4.4599], [0.1304, -6.1552, -3.3028], [-1.0459, -6.3324, -2.5578], [-1.5106, -5.1046, -1.8167], [-0.6215, -4.7623, -0.7800], [-0.8346, -3.4337, -0.3735], [-0.1049, -4.2940, -4.1550], [-0.9573, -5.6554, -4.9738], [0.8373, -5.4965, -5.0758], [-0.9247, -7.1554, -1.8517], [-1.8525, -6.6348, -3.2440], [-2.5248, -5.2521, -1.4106], [-1.6676, -4.2757, -2.5273], [-1.8405, -3.2438, 0.0191], [-0.6553, -2.7473, -1.2148], [-0.1065, -3.1475, 0.3864], [3.8465, -1.3765, 2.2609], [4.3006, -1.1653, 3.5796], [5.2945, -0.1704, 3.7072], [6.6096, -0.4152, 3.0107], [7.2585, -1.5122, 3.6404], [8.4748, -1.8048, 3.0188], [4.6941, -1.5336, 1.5906], [3.2751, -0.5104, 1.8941], [3.1872, -2.2398, 2.2642], [5.4974, -0.0516, 4.7738], [4.8692, 0.7966, 3.4087], [7.2061, 0.5075, 3.0559], [6.5613, -0.6527, 1.9401], [9.1663, -0.9528, 2.9813], [8.3428, -2.1459, 1.9806], [8.9691, -2.6145, 3.5548], [-5.7290, -5.5861, 1.7690], [-5.7656, -4.1795, 1.5992], [-5.2522, -3.7860, 0.3522], [-5.1008, -2.2659, 0.3058], [-3.8825, -1.8616, 0.8934], [-3.9454, -1.8810, 2.3076], [-6.0061, -6.0878, 0.8375], [-6.4226, -5.8790, 2.5536], [-4.7196, -5.8877, 2.0698], [-5.8907, -4.1345, -0.4744], [-4.2629, -4.2268, 0.1536], [-6.0051, -1.8211, 0.7364], [-5.1032, -1.9976, -0.7533], [-3.1050, -1.3019, 2.6907], [-3.8128, -2.8936, 2.6992], [-4.8823, -1.4664, 2.6851], [-1.8287, -0.4925, 7.9494], [-1.7897, -0.7752, 6.5840], [-2.9154, -0.6896, 5.7707], [-4.1203, -0.2407, 6.2893], [-4.1736, 0.0739, 7.6377], [-3.0661, -0.1032, 8.4551], [-0.9363, -0.5670, 8.5534], [-0.8315, -0.9479, 6.1045], [-2.7667, -0.9075, 4.7229], [-4.9812, -0.0545, 5.6598], [-5.0832, 0.4049, 8.1234], [-3.1979, 0.0657, 9.5181], [-7.5319, 1.8124, 0.5339], [-6.7468, 1.9550, 1.6738], [-5.3674, 1.7874, 1.5962], [-4.8098, 1.5088, 0.3590], [-5.5720, 1.3999, -0.7968], [-6.9587, 1.4585, -0.6807], [-8.5987, 1.9609, 0.6466], [-7.2152, 2.1885, 2.6214], [-4.7396, 1.8708, 2.4737], [-3.7508, 1.3340, 0.2044], [-5.1274, 1.2011, -1.7632], [-7.5841, 1.4433, -1.5655], [0.1440, 2.7671, -4.0242], [0.4505, 3.1412, -5.3298], [1.2910, 4.2122, -5.5591], [1.8591, 4.9202, -4.5005], [1.5239, 4.5485, -3.2074], [0.7530, 3.4059, -2.9625], [-0.5455, 1.9517, -3.8433], [0.0568, 2.4863, -6.0966], [1.5598, 4.4301, -6.5873], [2.5370, 5.7465, -4.6621], [1.9336, 5.0551, -2.3410], [0.5335, 3.1675, -1.9312]],
  "forces_ev_per_a": [[-0.34, 0.18, 0.01], [0.41, -0.19, -0.12], [-0.03, 0.06, 0.02], [-0.13, -0.07, 0.09], [0.20, -0.03, 0.28], [-0.13, -0.05, -0.08], [-0.07, 0.17, -0.22], [-0.46, 0.12, -0.94], [0.05, -0.10, 0.42], [0.05, 0.06, -0.04], [-0.14, -0.01, -0.08], [0.39, -0.15, 0.22], [-0.06, -0.04, 0.47], [0.07, 0.01, 0.02], [-0.17, 0.35, -0.02], [0.59, 0.53, -0.06], [-0.19, -0.28, -0.01], [-0.26, -0.12, 0.06], [-0.10, -0.08, -0.12], [0.17, -0.10, -0.02], [0.02, -0.32, 0.14], [0.05, -0.04, 0.62], [-0.22, 0.80, 0.46], [-0.12, -0.23, 0.15], [0.14, -0.26, -0.45], [0.14, -0.19, -0.25], [0.14, -0.05, -0.26], [-0.14, -0.01, -0.19], [-0.01, 0.06, -0.20], [0.41, 0.23, -0.18], [0.01, -0.15, 0.67], [0.28, -0.28, 0.12], [-0.35, 0.02, -0.39], [0.40, -0.46, 0.41], [0.05, -0.05, 0.24], [-0.20, -0.05, 0.10], [-0.13, -0.04, -0.17], [-0.14, 0.06, -0.26], [0.09, 0.03, -0.15], [-0.23, 0.13, 0.06], [0.05, 0.09, -0.07], [-0.06, 0.02, -0.02], [-0.27, 0.24, -0.11], [0.00, 0.12, -0.07], [-0.26, 0.08, 0.27], [-0.08, -0.15, 0.30], [0.01, 0.19, -0.57], [-1.02, 0.39, 0.01], [0.33, -0.15, 0.17], [-0.34, -0.28, -0.71], [-0.01, 0.04, -0.32], [0.12, 0.14, 0.10], [0.15, -0.20, -0.14], [0.05, -0.20, 0.08], [0.11, 0.06, 0.16], [0.42, -0.25, -0.20], [0.27, -0.04, 0.40], [0.05, 0.09, 0.24], [-0.03, 0.18, 0.24], [0.17, 0.07, -0.06], [-0.01, -0.30, 0.14], [-0.38, 0.06, 0.21], [1.08, -0.19, 0.25], [-0.01, -0.16, -0.23], [0.08, -0.37, -0.02], [0.54, 0.24, 0.17], [-0.17, 0.02, -0.03], [-0.04, 0.27, 0.01], [0.16, 0.02, -0.18], [-0.31, -0.08, -0.04], [-0.02, 0.12, -0.04], [-0.04, 0.31, 0.16], [-0.30, 0.12, -0.09], [-0.15, 0.08, -0.30], [-0.28, -0.29, -0.13], [-0.11, 0.03, 0.26], [-0.15, 0.29, 0.50], [0.07, -0.14, -0.13], [-0.63, 0.05, -0.30], [-0.73, -0.69, 0.75], [0.38, -0.04, 0.17], [0.38, 0.25, -0.46], [0.05, -0.01, -0.03], [-0.02, -0.07, -0.22], [0.07, -0.17, -0.14], [0.24, 0.13, 0.05], [0.42, -0.06, -0.04], [0.08, 0.34, -0.14], [0.19, 0.27, -0.20], [-0.21, -0.17, 0.08], [-0.02, 0.01, -0.01], [-0.11, -0.01, 0.05], [0.62, 0.35, -0.54], [-0.68, 0.10, 0.45], [-0.22, -0.45, -0.54], [0.15, -0.36, 1.25], [0.11, 0.21, -0.44], [-0.02, -0.25, 0.01], [0.08, 0.24, 0.21], [0.21, -0.17, 0.26], [-0.25, -0.38, -0.19], [0.02, 0.32, 0.14], [0.05, 0.05, 0.01], [0.08, 0.24, -0.63], [-0.11, -0.01, -0.08], [0.05, -0.05, -0.06], [-0.15, 0.10, 0.04], [-0.01, 0.07, 0.13], [0.09, -0.29, 0.82], [0.50, -0.12, 0.03], [-0.69, -0.12, -0.06], [-0.62, 0.35, -0.18], [0.07, 0.04, -0.15], [0.33, 0.70, 0.00], [-0.22, 0.11, -0.32], [0.03, 0.26, -0.24], [-0.06, 0.00, -0.14], [0.42, 0.03, -0.06], [-0.07, 0.05, 0.08], [0.10, -0.35, 0.07], [0.41, 0.07, 0.07], [-0.06, -0.17, -0.05], [-0.16, 0.00, -0.04], [0.02, -0.35, 0.09], [0.19, 0.48, 0.17], [0.07, -0.43, 0.17], [-0.43, 0.72, -0.01], [0.21, -0.53, -0.20], [0.09, 0.42, 0.13], [0.45, -0.34, -0.36], [-0.17, -0.21, -0.19], [0.03, 0.02, -0.01], [0.10, -0.11, 0.00], [0.01, -0.33, 0.03], [0.20, -0.07, -0.32], [0.08, -0.05, 0.28], [-0.45, 0.16, -0.01], [-0.13, 0.12, 0.15], [-0.16, 0.07, 0.03], [-0.13, 0.04, 0.14], [0.25, 0.22, -0.02], [-0.27, -0.26, 0.10], [0.20, 0.28, -0.34], [-0.20, -1.13, -0.58], [-0.51, 0.53, 0.06], [0.52, -0.22, 0.23], [0.00, -0.11, 0.03], [-0.07, 0.16, 0.02], [-0.01, -0.16, -0.13], [-0.21, 0.06, 0.15], [0.03, -0.01, 0.21], [0.27, 0.27, 0.32], [0.36, 0.27, 0.06], [-0.08, 0.21, -0.18], [-0.23, -0.03, -0.02], [-0.02, 0.04, -0.04], [-0.81, -0.05, -0.75], [0.51, 0.32, -0.02], [0.43, 0.21, 0.14], [0.06, 0.27, 0.01], [-0.04, -0.34, 0.37], [0.23, -0.03, 0.50], [-0.01, 0.02, 0.07], [-0.01, -0.34, 0.13], [-0.29, 0.02, -0.07], [-0.01, -0.21, -0.06], [-0.11, 0.06, -0.27], [0.16, 0.13, -0.02], [0.00, -0.29, 0.47], [0.17, -0.03, -0.02], [-0.22, -0.09, -0.21], [0.61, -0.17, -0.72], [-0.78, -0.62, 0.36], [0.02, 1.14, -0.18], [-0.03, -0.08, -0.23], [0.01, 0.05, 0.00], [-0.02, 0.01, 0.04], [0.09, 0.20, 0.46], [0.12, 0.07, 0.06], [0.01, -0.29, 0.01], [0.22, -0.31, 0.10], [-0.32, -0.51, 0.60], [0.51, -0.10, -0.51], [-0.50, -0.10, 0.12], [0.47, -0.72, 0.38], [-0.42, 1.28, -0.04], [0.13, -0.16, 0.00], [0.02, 0.45, -0.37], [0.01, 0.22, 0.07], [-0.05, 0.05, -0.13], [0.10, 0.18, -0.17], [-0.02, -0.30, -0.06]],
  "mulliken_charge": [-0.6065, 1.0222, -0.4489, -0.5875, 0.2794, 0.3556, -0.0189, -0.8395, 1.0721, -0.4541, -0.5731, 0.3390, 0.1607, 0.3079, -0.5523, 1.2406, -0.6440, -0.4396, -0.1871, 0.3017, 0.1634, 0.0309, 0.7320, -0.6320, -0.3901, 0.4471, -0.0994, -0.2377, 0.4641, -0.4126, 0.0619, 0.0555, 1.1400, 1.0467, 0.0277, -0.5146, -0.0605, 0.6675, -0.2058, -0.0828, -0.6955, -0.2455, -0.0081, -1.0635, -0.7092, -0.3445, -0.2107, -0.2614, -0.4200, 0.0806, 0.2848, 0.2805, 0.2434, 0.0148, 0.3583, 0.1127, 0.4404, 0.3979, 0.2176, -0.3302, -0.8945, -0.3263, -0.8879, 0.1179, -0.1669, 0.6110, 0.2672, 0.3493, 0.3418, 0.4606, 0.2511, 0.2569, 0.1695, -0.4264, -0.5419, 0.2346, -0.7194, -0.2575, 0.6045, -1.0410, 0.2143, -0.9321, 0.2308, 0.3192, 0.1594, -0.4945, 0.4185, 0.3248, 0.4494, 0.3774, 0.1962, 0.2612, -0.8733, 0.0837, -0.7834, -0.2470, -0.2797, -0.8804, 0.5558, -0.1681, 0.4197, 0.3991, 0.2968, 0.5526, 0.0878, 0.3273, 0.3638, 0.2508, -0.5028, -0.4141, -1.1029, 0.7973, -0.4782, 0.7600, -0.0029, 0.3393, 0.3818, 0.4024, 0.3914, 0.0737, -0.2384, -0.2808, -0.2166, 0.0400, -0.2067, -0.4865, 0.3499, -0.4762, -0.3890, -0.8008, 0.3251, -0.2579, 0.3866, 0.3112, -0.3608, 0.5052, 0.1663, 0.3100, 0.2910, 0.2870, -0.8134, -0.3777, -0.4239, -0.4302, 0.1866, -0.3890, 0.3348, 0.2609, 0.2979, 0.5799, 0.1549, 0.3079, 0.1293, -0.6155, 0.3005, 0.4466, -0.6521, -0.3807, 0.3091, -0.3960, -0.5235, -0.4295, 0.4980, 0.3324, 0.2210, 0.4341, 0.3571, 0.3461, -0.6414, -0.4252, -0.6922, 0.0473, 0.0671, -0.5160, 0.3786, 0.3804, 0.4862, 0.1823, 0.4200, 0.2100, 1.0104, -1.0350, -0.6063, -0.4560, -0.8383, -0.2642, 0.3084, 0.3966, 0.4331, 0.3962, 0.4425, 0.2429],
  "homo_lumo_gap_ha": 0.3305,
  "max_force_ha_per_bohr": 0.026,
  "multiplicity": 1,
  "mol_weight_g_mol": 1199.5,
  "homo_ev": -9.1
}